A single C3H3ClN2 molecule at a distorted geometry, computed with ωB97M-V/def2-TZVPD.

The geometry in XYZ format:
```
9
C3H3ClN2 (ωB97M-V/def2-TZVPD)
C -0.125 -1.335 0.010
C 0.089 0.034 0.002
C -2.152 -0.153 -0.054
N -1.361 -1.756 -0.013
N -1.124 0.660 -0.025
Cl -3.771 0.196 0.015
H 0.671 -2.057 0.052
H 1.004 0.584 -0.053
H -1.206 1.669 0.006
```

The SMILES is Clc1ncc[nH]1. As for the frontier orbital gap: 8.54 eV. Its HOMO energy is -7.88 eV. The calculation puts the energy above the lowest of the compared OMol25 structures with the same formula, charge and spin at 52.6 kcal/mol. As for the total energy: -18659.7090 eV. The value obtained for the largest force on an atom is 6.54 eV/A. Its net charge is 0.

Here are the natural (NBO) charges for atoms 1 to 4, given in e: atom 1 (C): -0.0612, atom 2 (C): -0.2049, atom 3 (C): 0.1773, atom 4 (N): -0.3965